No. 1
{
  "formula": "C11H10Cl3N4O6SSeW",
  "method": "ωB97M-V/def2-TZVPD",
  "lumo_ev": [1.854, 1.845],
  "de_lowest_kj_mol": 832.94,
  "homo_ha": [-0.100, -0.116],
  "total_energy_ev": -145383.1156,
  "charge": -1,
  "spin_multiplicity": 3,
  "species": ["W", "N", "C", "O", "C", "C", "H", "H", "H", "H", "H", "H", "Se", "N", "C", "C", "C", "C", "C", "C", "N", "H", "H", "H", "H", "O", "S", "O", "O", "O", "O", "Cl", "C", "Cl", "Cl", "C", "N"],
  "positions_angstrom": [[0.000, 0.000, 0.000], [-1.558, 1.558, 3.395], [-0.959, 0.810, 2.439], [-0.752, 1.289, 1.302], [-0.541, -0.619, 2.701], [-0.807, -1.384, 1.397], [-1.846, 2.527, 3.193], [-1.732, 1.172, 4.334], [-1.010, -1.073, 3.600], [0.563, -0.615, 2.827], [-1.914, -1.433, 1.253], [-0.355, -2.372, 1.383], [-2.346, 1.154, -2.208], [-0.779, 1.349, -1.349], [-0.175, 2.492, -1.698], [1.056, 2.909, -1.192], [1.588, 4.128, -1.635], [0.885, 4.907, -2.573], [-0.352, 4.469, -3.070], [-0.864, 3.252, -2.616], [-2.033, 2.729, -3.016], [1.591, 2.304, -0.470], [2.542, 4.469, -1.254], [1.300, 5.847, -2.912], [-0.898, 5.063, -3.792], [0.103, -2.873, -2.927], [0.366, -2.208, -1.638], [1.610, -1.424, -1.734], [-0.757, -1.310, -1.310], [0.506, -3.225, -0.580], [1.310, 0.000, -1.135], [3.187, 1.179, 4.349], [3.525, 0.001, 3.054], [5.033, 0.451, 2.218], [3.698, -1.627, 3.761], [2.413, 0.000, 2.091], [1.533, 0.000, 1.329]],
  "lowdin_spin": [0.741, 0.002, 0.011, 0.028, 0.010, 0.008, 0.000, 0.000, 0.002, 0.001, -0.001, 0.005, 0.257, 0.168, 0.037, 0.040, 0.079, 0.036, 0.077, 0.019, 0.311, 0.002, 0.005, 0.000, 0.003, -0.001, 0.005, -0.003, 0.032, 0.014, 0.054, 0.008, 0.002, 0.001, -0.004, 0.030, 0.021]
}

No. 2
{
  "formula": "C11H10Cl5MnO2Se2",
  "method": "ωB97M-V/def2-TZVPD",
  "lumo_ev": [2.535, 2.532],
  "de_lowest_kj_mol": 61.07,
  "homo_ha": [-0.147, -0.157],
  "total_energy_ev": -240291.6010,
  "charge": -1,
  "spin_multiplicity": 6,
  "species": ["Mn", "O", "C", "C", "C", "O", "C", "Se", "C", "Se", "H", "H", "H", "H", "H", "H", "H", "H", "H", "H", "Cl", "C", "C", "C", "Cl", "C", "Cl", "C", "Cl", "C", "Cl"],
  "positions_angstrom": [[0.017, -0.945, 0.524], [-0.028, 4.102, -1.764], [0.005, 3.100, -2.775], [0.026, 1.692, -2.141], [-0.005, 0.774, -3.367], [0.138, -0.591, -3.052], [1.336, 1.637, -1.331], [2.088, -0.016, -0.534], [-1.255, 1.618, -1.285], [-2.030, -0.085, -0.632], [-0.027, 4.961, -2.192], [0.899, 3.224, -3.400], [-0.879, 3.186, -3.420], [0.804, 1.090, -4.045], [-0.959, 0.956, -3.884], [-0.067, -1.112, -3.834], [1.245, 2.350, -0.515], [2.142, 1.997, -1.974], [-2.069, 2.056, -1.868], [-1.120, 2.255, -0.414], [0.081, -4.502, 0.957], [0.023, -3.541, 2.418], [-0.001, -2.165, 2.276], [-0.046, -1.451, 3.465], [-0.080, 0.289, 3.336], [-0.065, -2.044, 4.722], [-0.121, -1.085, 6.162], [-0.038, -3.433, 4.814], [-0.060, -4.204, 6.357], [0.007, -4.193, 3.648], [0.041, -5.919, 3.749]],
  "lowdin_spin": [4.691, 0.000, 0.001, 0.003, 0.001, 0.004, 0.019, 0.065, 0.020, 0.064, 0.000, 0.000, 0.000, 0.000, 0.000, 0.000, 0.001, 0.001, 0.001, 0.001, 0.013, 0.020, 0.037, 0.020, 0.024, -0.002, 0.000, 0.013, 0.004, -0.002, -0.001]
}

No. 3
{
  "formula": "C11H10ClFN2",
  "method": "ωB97M-V/def2-TZVPD",
  "lumo_ev": 0.212,
  "smiles": "Cc1ccncc1[C@]1(F)CC=CC(Cl)=N1",
  "de_lowest_kj_mol": 118.90,
  "homo_ha": -0.354,
  "total_energy_ev": -29787.1688,
  "spin_multiplicity": 1,
  "species": ["C", "C", "C", "C", "N", "C", "C", "C", "F", "C", "C", "C", "C", "Cl", "N", "H", "H", "H", "H", "H", "H", "H", "H", "H", "H"],
  "positions_angstrom": [[0.500, 2.051, 1.413], [0.928, 1.188, 0.264], [1.996, 1.710, -0.393], [2.592, 1.013, -1.416], [2.118, -0.113, -1.905], [1.085, -0.712, -1.189], [0.422, -0.126, -0.065], [-0.680, -0.731, 0.827], [-0.282, -0.840, 2.097], [-1.286, -2.004, 0.235], [-2.040, -1.706, -0.988], [-2.819, -0.669, -1.087], [-2.822, 0.306, -0.018], [-4.069, 1.463, -0.285], [-1.914, 0.470, 0.812], [0.548, 1.442, 2.312], [1.147, 3.028, 1.465], [-0.477, 2.378, 1.335], [2.599, 2.590, -0.144], [3.333, 1.577, -1.981], [0.780, -1.638, -1.653], [-2.033, -2.346, 0.915], [-0.479, -2.717, 0.086], [-2.039, -2.575, -1.654], [-3.422, -0.421, -1.962]],
  "mulliken_charge": [-1.386, 1.074, -0.476, -0.398, -0.632, -0.679, -0.027, 1.414, -0.321, -1.014, -0.520, -0.259, 0.448, -0.193, -0.578, 0.308, 0.308, 0.351, 0.246, 0.323, 0.371, 0.398, 0.450, 0.425, 0.367]
}

No. 4
{
  "formula": "C11H10ClNO2PbS",
  "method": "ωB97M-V/def2-TZVPD",
  "lumo_ev": -11.804,
  "de_lowest_kj_mol": 0.00,
  "homo_ha": -0.587,
  "total_energy_ev": -45739.0376,
  "charge": 2,
  "spin_multiplicity": 1,
  "species": ["Cl", "C", "C", "C", "H", "C", "C", "H", "H", "H", "C", "Pb", "C", "O", "C", "O", "H", "H", "H", "S", "C", "C", "N", "C", "H", "H", "H"],
  "positions_angstrom": [[0.112, 3.937, -0.645], [-2.084, -0.198, -1.523], [-1.244, -1.323, -1.294], [0.013, -1.067, -1.890], [-1.543, -2.242, -0.790], [-0.021, 0.235, -2.471], [-1.333, 0.771, -2.242], [-1.679, 1.739, -2.626], [-3.146, -0.123, -1.254], [0.855, -1.750, -1.965], [1.088, 0.917, -3.177], [0.018, 1.277, 0.362], [2.718, 1.703, 0.709], [3.811, 1.900, 0.964], [-1.559, 2.360, 2.311], [-2.129, 2.847, 3.169], [2.061, 0.645, -2.742], [0.980, 2.012, -3.119], [1.116, 0.632, -4.244], [-0.825, -2.752, 3.520], [0.883, -2.363, 3.575], [1.172, -1.390, 2.648], [0.058, -0.929, 1.944], [-1.054, -1.598, 2.277], [1.592, -2.828, 4.250], [2.162, -0.973, 2.444], [-2.023, -1.438, 1.811]],
  "mulliken_charge": [-0.473, -0.441, -0.126, -0.632, 0.558, 0.769, -0.649, 0.456, 0.478, 0.451, -1.030, 1.263, 0.147, -0.071, 0.140, -0.064, 0.364, 0.351, 0.383, -0.016, -0.260, -0.524, 0.011, -0.257, 0.420, 0.358, 0.394]
}